[1]
Computed, not measured: a 21-piece molecular cluster, C42H126O21 overall at a distorted geometry, with ωB97M-V/def2-TZVPD.

```
189
Properties=species:S:1:pos:R:3:mulliken_charge:R:1
C -0.58151 -3.45756 1.60010 -0.2348
C 0.64506 -3.08423 2.53216 0.5006
O 0.44433 -3.64156 3.80046 -0.6811
H -0.68667 -4.52880 1.42842 0.3651
H -0.48437 -3.05445 0.59205 -0.1206
H -1.50835 -2.99759 1.94289 0.0844
H 0.89497 -2.02356 2.50723 -0.4488
H 1.50927 -3.62779 2.15038 0.0896
H -0.35060 -3.21647 4.13060 0.4075
C -2.89352 6.69156 2.91387 -0.5206
C -3.75479 7.94673 2.93607 -0.4802
O -2.90935 9.03934 2.93736 -0.5201
H -2.16334 6.68803 3.72313 0.2697
H -2.30581 6.63406 1.99769 0.2249
H -3.43851 5.76776 3.10796 0.1220
H -4.36316 7.93283 3.84038 0.2441
H -4.40537 8.11328 2.07751 0.3718
H -3.44655 9.77395 2.63178 0.3170
C -1.44286 -0.11593 4.61007 0.8233
C -1.40298 -1.33862 5.53972 -0.6759
O -1.94114 -2.44885 4.79042 -0.7131
H -0.63371 -0.22220 3.88751 -0.5781
H -1.23126 0.77904 5.19518 0.3229
H -2.36714 -0.03714 4.03769 -0.2919
H -1.99883 -1.19189 6.44058 0.4029
H -0.42992 -1.58199 5.96636 0.3587
H -2.88622 -2.28289 4.76075 0.2481
C -6.00625 -1.66430 2.09595 -1.2038
C -4.66777 -1.99107 2.87330 0.4059
O -4.80638 -1.44167 4.16911 -0.6655
H -6.12861 -0.58560 1.99841 0.1740
H -6.84816 -2.21518 2.51526 0.5463
H -5.85895 -2.06119 1.09152 0.2179
H -3.81330 -1.63529 2.29762 -0.2883
H -4.53804 -3.07151 2.93587 0.4064
H -5.69491 -1.66431 4.45639 0.3237
C 2.20877 3.96466 -0.65990 -0.2687
C 1.53143 4.78203 0.46060 -0.3340
O 2.26436 4.54666 1.66092 -0.7193
H 3.11707 4.42371 -1.05026 0.4153
H 1.43016 3.96066 -1.42269 0.0479
H 2.37685 2.91741 -0.40870 -0.1730
H 0.51229 4.43726 0.63549 -0.0161
H 1.52586 5.85097 0.24748 0.6018
H 2.03082 5.22718 2.29649 0.2819
C 0.32159 4.30214 -5.64151 -0.6024
C -1.03520 5.06945 -5.90285 -0.7058
O -2.14440 4.30367 -5.57619 -0.5599
H 1.16524 4.99139 -5.67759 0.4180
H 0.51865 3.50801 -6.36166 0.3488
H 0.34140 3.83735 -4.65578 0.0748
H -1.25044 5.27194 -6.95203 0.4331
H -1.04500 6.00235 -5.33919 0.3036
H -2.25787 3.61941 -6.23991 0.3294
C 3.28084 2.56844 -4.85417 -1.5451
C 3.75216 1.93776 -3.59728 1.0943
O 4.28722 0.71266 -3.95089 -0.6589
H 2.61347 1.88267 -5.37615 0.3213
H 4.10396 2.94088 -5.46396 0.4517
H 2.82901 3.53333 -4.62407 0.2171
H 2.86451 1.79361 -2.98132 -0.2047
H 4.47343 2.56623 -3.07488 0.0327
H 4.93524 0.47402 -3.28403 0.1804
C 3.21516 -7.03873 -0.44037 -1.4338
C 3.24510 -5.54620 -0.03340 -0.1047
O 2.04294 -4.94421 -0.41822 0.1504
H 2.37330 -7.58510 -0.01511 0.2771
H 4.11447 -7.58350 -0.15303 0.4399
H 3.11514 -7.15115 -1.51993 0.2858
H 4.13396 -5.06395 -0.44019 0.2122
H 3.35894 -5.46801 1.04780 0.3885
H 2.22774 -4.01118 -0.28825 -0.6173
C 2.99397 0.07242 3.37804 -0.6182
C 3.16513 1.51893 2.91676 0.0844
O 2.11369 1.86998 2.07460 0.0091
H 3.03930 -0.55253 2.48614 -0.3874
H 2.01025 -0.01437 3.83940 0.0484
H 3.84286 -0.22118 3.99553 0.6527
H 4.10175 1.52552 2.35926 -0.0435
H 3.24666 2.18135 3.77852 0.3981
H 2.24465 2.77772 1.79096 -0.2011
C -2.89201 4.37209 -0.80743 -0.8946
C -2.30600 3.89361 -2.10226 0.7794
O -1.99449 4.94396 -2.93497 -0.6713
H -3.85277 4.84797 -1.00385 0.4646
H -2.27355 5.02948 -0.19632 0.2372
H -3.07814 3.54967 -0.11672 -0.1638
H -2.98268 3.19856 -2.59936 0.2303
H -1.35194 3.42328 -1.86424 -0.3360
H -1.81821 4.56560 -3.79948 0.2528
C 6.78035 -2.40494 2.37155 -1.6520
C 5.46192 -2.17189 1.70779 0.8573
O 5.61807 -2.23392 0.28671 -0.6821
H 6.72895 -2.44361 3.45964 0.4031
H 7.47104 -1.57295 2.23421 0.3684
H 7.24791 -3.34009 2.06334 0.3513
H 4.96083 -1.23432 1.94854 -0.2833
H 4.88717 -3.06060 1.96850 0.1609
H 4.75278 -2.02838 -0.07473 0.1107
C 1.45255 -4.81801 -5.23127 -1.4150
C 1.02099 -5.23037 -3.85728 0.5211
O 0.00178 -4.38154 -3.31427 -0.4287
H 2.01517 -5.66948 -5.61409 0.3683
H 2.10363 -3.94386 -5.22312 0.2344
H 0.65974 -4.64416 -5.95881 0.3575
H 1.84113 -5.30027 -3.14272 -0.0733
H 0.62939 -6.24652 -3.90386 0.2202
H -0.29369 -4.84153 -2.52515 0.2320
C -6.07184 0.08488 -1.96421 -1.5435
C -4.85575 0.26971 -1.04231 1.0425
O -4.97231 1.37333 -0.17783 -0.4535
H -5.96616 -0.76558 -2.63773 0.3827
H -6.17876 1.03931 -2.47969 0.3756
H -6.98595 -0.08666 -1.39581 0.3824
H -3.93068 0.44709 -1.59083 0.0180
H -4.72825 -0.59436 -0.39023 -0.3768
H -5.80640 1.38557 0.29731 0.2726
C 6.05005 2.33970 -0.46180 -0.9503
C 5.88433 0.87886 -0.92904 0.5995
O 6.41389 0.72759 -2.19644 -0.6449
H 5.44899 2.44018 0.44193 -0.0329
H 5.63926 3.02609 -1.20221 0.2365
H 7.07588 2.62318 -0.22640 0.4184
H 4.85009 0.53987 -0.86958 -0.3122
H 6.41899 0.20612 -0.25845 0.4623
H 7.36285 0.84452 -2.11041 0.3558
C -0.03120 0.30903 -3.63285 0.3236
C -1.31162 0.53576 -4.43930 -0.2698
O -1.00711 0.13996 -5.77069 -0.5787
H 0.27362 -0.72227 -3.45509 0.2974
H -0.08877 0.83673 -2.68084 -0.2145
H 0.81407 0.73961 -4.16972 -0.0966
H -1.66375 1.56728 -4.43034 -0.1520
H -2.17452 0.00339 -4.03918 0.3981
H -1.04645 -0.81923 -5.76724 0.3504
C -3.70020 2.88191 2.93630 0.5397
C -5.00140 2.17228 3.24447 0.2612
O -4.82059 1.42540 4.47082 -0.6158
H -3.55404 3.64026 3.70548 0.2507
H -3.76579 3.39844 1.97870 -0.0383
H -2.86137 2.19265 2.83944 -0.5835
H -5.31136 1.46014 2.47970 -0.4664
H -5.78417 2.92404 3.34565 0.3834
H -4.71961 0.51086 4.19692 0.2670
C -0.30872 4.00983 4.03535 -0.6629
C 0.92990 3.59690 4.83467 0.0347
O 0.88436 4.10494 6.17016 -0.5924
H -0.27341 3.70442 2.98960 0.0000
H -0.39238 5.09581 4.07723 0.3207
H -1.20299 3.63752 4.53514 0.3718
H 1.87002 3.92284 4.38964 0.1912
H 0.94783 2.50726 4.81294 0.0319
H 1.48549 3.55633 6.67933 0.3255
C -1.50928 -7.99597 -1.43648 -1.4389
C -0.18972 -7.37531 -0.93735 -0.0628
O -0.34055 -5.94786 -1.08200 0.2552
H -2.39795 -7.69506 -0.88167 0.3015
H -1.49689 -9.08288 -1.51769 0.3964
H -1.68392 -7.67035 -2.46195 0.2972
H 0.66155 -7.67119 -1.55046 0.2035
H 0.11612 -7.65036 0.07206 0.3248
H 0.43204 -5.60368 -0.62783 0.0983
C 4.03876 -2.55833 -2.59561 -1.4266
C 2.77708 -2.03749 -1.86091 0.4871
O 3.04882 -1.66381 -0.54626 2.8235
H 4.50942 -3.32261 -1.97718 0.1480
H 4.82799 -1.80653 -2.59835 0.1134
H 3.92978 -2.95417 -3.60533 0.3073
H 1.93623 -2.72946 -1.81335 0.2383
H 2.31629 -1.21308 -2.40508 -0.2031
H 2.34116 -1.04896 -0.33944 -1.0524
C -3.02260 -2.93898 -0.84036 0.0706
C -3.48848 -4.33766 -0.64941 -0.3272
O -4.49375 -4.31184 0.31755 -0.4287
H -2.10424 -2.94632 -1.42744 0.0677
H -2.75943 -2.42016 0.08142 -0.4198
H -3.77241 -2.37316 -1.39328 0.4010
H -2.68156 -4.98613 -0.30813 -0.0172
H -3.87369 -4.70251 -1.60156 0.3734
H -4.88886 -5.18398 0.38729 0.2629
C -1.10281 1.24747 0.42084 0.9334
C -0.23155 -0.03730 0.52045 -0.6436
O 1.07860 0.16814 0.23452 1.2879
H -0.64829 2.08707 0.94675 -0.4732
H -2.07518 0.95696 0.81858 0.1950
H -1.21365 1.52027 -0.62863 -0.6117
H -0.69568 -0.77847 -0.13022 0.1866
H -0.28736 -0.42630 1.53715 -0.7429
H 1.47835 0.74417 0.89025 -0.8915
```

Output
- ΔE to the lowest compared entry with this formula, charge and spin (eV) = 1.924
- HOMO (eV) = -9.55
- gap between HOMO and LUMO (eV) = 9.992
- energy (a.u.) = -3255.60729
- multiplicity = 1
- net charge = 0
- lowest unoccupied orbital energy (eV) = 0.4

[2]
Computed, not measured: C17H25AsI2N2O10P as an isolated structure at a distorted geometry, with ωB97M-V/def2-TZVPD.

```
58
Properties=species:S:1:pos:R:3:mulliken_charge:R:1
O 4.69498 0.05917 0.70265 -0.5705
C 4.16099 1.04911 0.31411 0.6488
N 3.40646 1.98799 0.13904 -0.5725
As 2.06916 1.71855 -1.26590 0.1302
O 2.63512 3.31198 -2.06784 -0.6927
I 3.81686 0.50838 -2.87521 -0.3665
C 1.43047 -0.01919 -0.49357 -0.1697
C 0.14040 -0.56502 -1.19163 -0.9371
C -1.15860 0.16553 -0.73365 0.0633
N -2.32478 -0.70734 -1.10054 -0.3854
C -3.33538 -0.74380 -0.01204 -0.6686
C -4.39807 0.34746 -0.32555 0.4716
C -5.31797 0.15036 -1.40169 -0.4073
C -6.27368 1.14709 -1.73149 -0.4080
C -6.31528 2.37221 -1.00643 -0.5063
C -5.40837 2.53971 0.06574 -0.3204
C -4.44281 1.55648 0.42280 0.0286
O -3.53389 1.74885 1.45474 -0.4241
P 0.58060 2.97124 0.09438 0.1794
O 1.63032 4.05005 0.91248 -0.4858
I -0.89868 4.34468 -1.30880 -0.2451
H 1.00418 1.63143 -2.39754 0.2358
H 2.99314 3.89820 -1.38448 0.2760
H 1.30675 0.05309 0.60807 0.0912
H 2.21596 -0.77701 -0.71590 0.2273
H 0.03163 -1.62524 -0.86423 0.4005
H 0.24230 -0.56753 -2.29374 0.1648
H -1.14907 0.44136 0.33688 0.3021
H -1.22441 1.10178 -1.34249 0.0622
H -2.73578 -0.23742 -1.90541 0.3467
H -3.80776 -1.75466 -0.00846 0.4265
H -2.88884 -0.57914 0.98442 0.1443
H -5.31226 -0.77302 -2.00681 0.3627
H -6.96116 0.97714 -2.57716 0.3314
H -7.01107 3.19123 -1.23002 0.3521
H -5.40666 3.48230 0.63895 0.3535
H -4.01141 1.57891 2.28148 0.2857
H 1.53766 4.93814 0.53072 0.2939
C 4.76275 -4.18630 -1.68959 -0.3283
C 4.11081 -5.29583 -2.47273 -0.3350
O 2.76876 -4.84384 -2.59970 -0.3333
C 2.78084 -3.48186 -2.47253 0.5005
O 1.84951 -2.78537 -2.69459 -0.4061
O 4.00115 -3.04324 -2.06055 -0.1769
H 5.81191 -4.05078 -1.94781 0.2752
H 4.67858 -4.33088 -0.60935 0.2664
H 4.54148 -5.41246 -3.47088 0.2585
H 4.14993 -6.25424 -1.95627 0.2877
C 1.51195 0.93883 4.48386 -0.3228
C 1.64288 -0.44245 5.06942 -0.3343
O 0.36281 -1.01519 4.81147 -0.3563
C -0.17622 -0.34660 3.75334 0.5965
O -1.16212 -0.68386 3.18064 -0.5008
O 0.55902 0.74954 3.44320 -0.2442
H 2.45143 1.31650 4.08390 0.3255
H 1.11404 1.66287 5.19947 0.2475
H 2.40581 -1.04006 4.56498 0.2666
H 1.85364 -0.42785 6.13784 0.2950
```

Output
- HOMO (eV) = -4.08
- gap between HOMO and LUMO (eV) = 6.533
- energy (a.u.) = -4697.27690
- multiplicity = 1
- net charge = -1
- lowest unoccupied orbital energy (eV) = 2.5

[3]
Computed, not measured: a 2-piece molecular cluster, C2H8N2O2 overall at a distorted geometry, with ωB97M-V/def2-TZVPD.

```
14
Properties=species:S:1:pos:R:3:mulliken_charge:R:1
O -2.13762 1.13125 -0.93708 -0.4999
C -1.24654 1.36479 -0.20178 0.0203
N -0.01223 0.64364 -0.27152 -0.0559
C 0.28471 -0.36459 -1.27612 -0.4806
N 0.11169 -1.76070 -1.02063 -0.4355
H -1.31939 2.11451 0.63546 0.3125
H 0.75616 0.90728 0.33352 0.2469
H -0.27391 -0.07621 -2.19956 0.2389
H 1.35955 -0.01611 -1.50905 0.2372
H -0.12018 -1.87107 0.03235 0.2181
H -0.27561 -2.41481 -1.64576 0.2119
H 0.56082 -0.53133 2.92889 0.2690
H 1.45090 0.80571 2.80580 0.3180
O 0.86165 0.06765 2.32549 -0.6010
```

Output
- ΔE to the lowest compared entry with this formula, charge and spin (eV) = 2.083
- structure (SMILES) = NCNC=O.O
- HOMO (eV) = -8.80
- gap between HOMO and LUMO (eV) = 9.189
- energy (a.u.) = -340.95389
- multiplicity = 1
- net charge = 0
- lowest unoccupied orbital energy (eV) = 0.4